## i
The following is a DFT calculation (ωB97M-V/def2-TZVPD) of C49H60AuGe2O2SbSi as an isolated structure.

Element x y z (Å)
1 Au -0.397 0.032 0.400
2 C 2.575 3.832 2.127
3 Ge 3.332 3.056 0.522
4 C 2.974 4.105 -1.071
5 C 5.284 2.977 0.627
6 Ge 2.214 0.527 0.379
7 C 2.724 0.022 2.209
8 C 3.952 0.372 2.768
9 C 4.317 -0.109 4.018
10 C 3.450 -0.923 4.732
11 C 2.210 -1.247 4.202
12 C 1.846 -0.774 2.949
13 C 3.491 -0.013 -0.997
14 C 4.840 -0.118 -0.665
15 C 5.755 -0.564 -1.611
16 C 5.334 -0.890 -2.892
17 C 3.989 -0.794 -3.226
18 C 3.069 -0.364 -2.280
19 H 3.046 4.810 2.252
20 H 2.776 3.221 3.006
21 H 1.500 3.960 2.004
22 H 3.814 4.793 -1.178
23 H 2.053 4.674 -0.960
24 H 2.904 3.494 -1.971
25 H 5.585 4.028 0.674
26 H 5.713 2.532 -0.270
27 H 5.680 2.472 1.506
28 H 4.631 1.022 2.238
29 H 5.279 0.159 4.435
30 H 3.737 -1.298 5.707
31 H 1.521 -1.864 4.766
32 H 0.871 -1.023 2.550
33 H 5.185 0.126 0.331
34 H 6.800 -0.655 -1.343
35 H 6.051 -1.224 -3.630
36 H 3.656 -1.060 -4.221
37 H 2.022 -0.326 -2.545
38 C -4.071 4.137 -2.291
39 C -3.331 3.074 -2.791
40 C -2.891 2.076 -1.934
41 C -3.185 2.120 -0.569
42 C -3.910 3.209 -0.077
43 C -4.355 4.206 -0.933
44 Si -2.741 0.716 0.567
45 C -3.934 -0.688 0.186
46 C -4.680 -0.728 -0.998
47 C -5.639 -1.711 -1.209
48 C -5.882 -2.669 -0.234
49 C -5.149 -2.649 0.946
50 C -4.178 -1.678 1.142
51 C -2.915 1.172 2.374
52 C -4.096 0.942 3.087
53 C -4.193 1.272 4.434
54 C -3.107 1.833 5.092
55 C -1.931 2.084 4.398
56 C -1.838 1.756 3.052
57 H -4.429 4.911 -2.959
58 H -3.089 3.025 -3.846
59 H -2.320 1.245 -2.338
60 H -4.136 3.274 0.982
61 H -4.926 5.039 -0.541
62 H -4.529 0.036 -1.753
63 H -6.214 -1.715 -2.128
64 H -6.644 -3.423 -0.387
65 H -5.348 -3.383 1.718
66 H -3.629 -1.654 2.076
67 H -4.953 0.506 2.586
68 H -5.118 1.092 4.968
69 H -3.177 2.079 6.144
70 H -1.088 2.538 4.905
71 H -0.916 1.972 2.515
72 O -0.432 3.942 0.030
73 C 0.108 3.050 -0.567
74 O 0.740 2.063 0.114
75 C 0.155 3.008 -2.057
76 C 0.546 1.869 -2.738
77 C 0.603 1.856 -4.124
78 C 0.276 3.006 -4.832
79 C -0.126 4.151 -4.151
80 C -0.197 4.150 -2.768
81 H 0.795 0.990 -2.167
82 H 0.903 0.959 -4.653
83 H 0.341 3.015 -5.912
84 H -0.386 5.043 -4.706
85 H -0.524 5.024 -2.220
86 C -2.438 -4.695 0.473
87 C -1.192 -4.204 1.195
88 C -1.498 -3.681 2.601
89 Sb -0.059 -2.679 0.156
90 C 1.784 -3.822 0.341
91 C 1.713 -4.997 -0.630
92 C 3.057 -3.027 0.138
93 C -0.325 -2.722 -2.002
94 C -1.050 -1.476 -2.499
95 C -1.018 -3.980 -2.524
96 H -2.979 -5.382 1.132
97 H -2.195 -5.240 -0.437
98 H -3.113 -3.880 0.221
99 H -0.459 -5.009 1.269
100 H -2.245 -2.891 2.572
101 H -0.608 -3.287 3.101
102 H -1.889 -4.493 3.219
103 H 1.747 -4.180 1.374
104 H 1.764 -4.656 -1.666
105 H 0.809 -5.597 -0.510
106 H 2.569 -5.656 -0.459
107 H 3.123 -2.645 -0.879
108 H 3.928 -3.669 0.305
109 H 3.130 -2.190 0.829
110 H 0.715 -2.697 -2.348
111 H -0.587 -0.554 -2.147
112 H -2.095 -1.468 -2.177
113 H -1.035 -1.456 -3.594
114 H -2.065 -3.999 -2.223
115 H -0.542 -4.901 -2.189
116 H -0.992 -3.975 -3.618

Calculated values
Gap between HOMO and LUMO (alpha / beta), eV: 5.18 / 4.78
2S+1: 2
<S²>: 0.805
E_LUMO (alpha / beta), hartree: -0.157 / -0.174
HOMO energy (alpha / beta), Eh: -0.3477 / -0.3495
Total charge: +1

## ii
The following is a DFT calculation (ωB97M-V/def2-TZVPD) of C49H60AuGe2O2SbSi as an isolated structure.

Element x y z (Å)
1 Au -0.180 0.221 0.282
2 C 3.042 -3.938 1.293
3 Ge 2.770 -3.816 -0.630
4 C 4.168 -2.834 -1.578
5 C 2.572 -5.563 -1.496
6 Ge 0.432 -2.107 -0.655
7 C -0.361 -3.295 0.670
8 C -0.604 -4.640 0.397
9 C -1.193 -5.455 1.353
10 C -1.528 -4.938 2.597
11 C -1.285 -3.601 2.879
12 C -0.714 -2.781 1.917
13 C 0.141 -2.244 -2.582
14 C 0.125 -3.509 -3.166
15 C -0.254 -3.665 -4.492
16 C -0.600 -2.557 -5.252
17 C -0.581 -1.293 -4.678
18 C -0.226 -1.140 -3.346
19 H 3.933 -4.545 1.473
20 H 2.191 -4.413 1.778
21 H 3.196 -2.946 1.716
22 H 4.871 -3.579 -1.956
23 H 4.702 -2.153 -0.918
24 H 3.779 -2.271 -2.426
25 H 3.527 -6.075 -1.347
26 H 2.421 -5.452 -2.568
27 H 1.788 -6.189 -1.073
28 H -0.340 -5.067 -0.563
29 H -1.384 -6.495 1.127
30 H -1.978 -5.577 3.346
31 H -1.541 -3.191 3.848
32 H -0.547 -1.737 2.154
33 H 0.393 -4.383 -2.591
34 H -0.276 -4.654 -4.931
35 H -0.885 -2.678 -6.288
36 H -0.852 -0.425 -5.266
37 H -0.253 -0.150 -2.905
38 C 4.021 4.433 -0.360
39 C 2.868 4.174 -1.090
40 C 1.823 3.480 -0.504
41 C 1.887 3.043 0.824
42 C 3.066 3.291 1.530
43 C 4.124 3.978 0.945
44 Si 0.409 2.196 1.645
45 C -0.895 3.531 1.940
46 C -1.119 4.544 1.003
47 C -2.093 5.513 1.200
48 C -2.868 5.495 2.352
49 C -2.657 4.505 3.301
50 C -1.686 3.534 3.093
51 C 0.968 1.585 3.342
52 C 1.153 2.479 4.402
53 C 1.626 2.052 5.634
54 C 1.935 0.713 5.835
55 C 1.779 -0.189 4.793
56 C 1.304 0.249 3.564
57 H 4.839 4.981 -0.812
58 H 2.788 4.511 -2.117
59 H 0.939 3.266 -1.100
60 H 3.163 2.948 2.553
61 H 5.025 4.165 1.515
62 H -0.500 4.604 0.114
63 H -2.235 6.293 0.462
64 H -3.623 6.254 2.513
65 H -3.246 4.490 4.211
66 H -1.543 2.771 3.850
67 H 0.921 3.530 4.266
68 H 1.756 2.766 6.438
69 H 2.307 0.378 6.794
70 H 2.041 -1.231 4.931
71 H 1.234 -0.471 2.753
72 O 3.549 -0.497 1.309
73 C 2.930 -0.414 0.293
74 O 1.727 -1.089 0.201
75 C 3.369 0.332 -0.914
76 C 2.575 0.456 -2.049
77 C 3.057 1.099 -3.174
78 C 4.343 1.625 -3.167
79 C 5.133 1.520 -2.031
80 C 4.647 0.880 -0.902
81 H 1.577 0.045 -2.052
82 H 2.437 1.188 -4.057
83 H 4.729 2.122 -4.048
84 H 6.129 1.942 -2.024
85 H 5.247 0.791 -0.007
86 C -4.246 2.157 1.106
87 C -3.866 0.684 1.122
88 C -3.186 0.246 2.416
89 Sb -2.620 0.046 -0.515
90 C -3.762 -1.729 -0.990
91 C -5.088 -1.296 -1.614
92 C -3.075 -2.780 -1.839
93 C -2.730 1.322 -2.249
94 C -1.526 2.261 -2.271
95 C -4.035 2.102 -2.381
96 H -4.740 2.412 2.046
97 H -4.941 2.380 0.299
98 H -3.379 2.809 1.014
99 H -4.765 0.079 0.973
100 H -2.231 0.755 2.559
101 H -3.007 -0.833 2.437
102 H -3.826 0.494 3.267
103 H -3.955 -2.136 0.008
104 H -4.938 -0.880 -2.613
105 H -5.621 -0.558 -1.012
106 H -5.745 -2.163 -1.720
107 H -2.800 -2.395 -2.823
108 H -3.758 -3.620 -1.993
109 H -2.184 -3.174 -1.358
110 H -2.654 0.599 -3.067
111 H -0.572 1.735 -2.184
112 H -1.580 2.975 -1.445
113 H -1.518 2.831 -3.203
114 H -4.094 2.892 -1.635
115 H -4.921 1.477 -2.295
116 H -4.063 2.582 -3.363

Calculated values
Gap between HOMO and LUMO (alpha / beta), eV: 6.11 / 5.17
2S+1: 2
<S²>: 0.762
E_LUMO (alpha / beta), hartree: -0.118 / -0.162
HOMO energy (alpha / beta), Eh: -0.3431 / -0.3522
Total charge: +1

Relative calculated energies, zero for the most stable structure, unit eV: i 1.275; ii 0.000.

## i
The following is a DFT calculation (ωB97M-V/def2-TZVPD) of a 2-piece molecular cluster, C6H13N2OS overall.

Element x y z (Å)
1 C 1.798 -1.456 2.729
2 C 1.440 -1.705 1.482
3 C 1.068 1.403 -0.292
4 C -0.386 1.524 0.207
5 C -0.901 -1.174 0.437
6 C 0.723 -0.764 0.647
7 N -1.914 -1.120 -0.545
8 N -0.787 1.153 -2.696
9 O 1.302 0.003 -0.286
10 S -0.484 0.314 1.526
11 H 2.433 -2.245 3.221
12 H 1.406 -0.715 3.427
13 H 1.989 -2.487 0.927
14 H 1.121 1.649 -1.270
15 H 1.702 2.058 0.287
16 H -0.572 2.416 0.693
17 H -1.085 1.300 -0.726
18 H -1.170 -1.905 1.136
19 H -1.557 -0.496 -1.350
20 H -2.862 -1.249 -0.280
21 H -0.366 0.871 -3.592
22 H -1.242 2.054 -2.909
23 H -1.656 0.573 -2.774

Calculated values
Gap between HOMO and LUMO, eV: 10.29
E_LUMO, hartree: -0.111
HOMO energy, Eh: -0.4891
Total charge: +1

## ii
The following is a DFT calculation (ωB97M-V/def2-TZVPD) of an isolated ion of composition C6H13N2OS and charge +1.

Element x y z (Å)
1 C -2.953 -0.621 0.297
2 C -2.003 0.147 -0.259
3 C -0.480 0.293 0.192
4 N -0.196 0.718 1.629
5 O 0.061 1.119 -0.735
6 C 1.430 1.488 -0.466
7 C 2.375 0.279 -0.472
8 S 1.881 -0.970 0.763
9 C 0.116 -1.087 0.067
10 N 0.196 -1.561 -1.257
11 H -3.889 -0.780 -0.318
12 H -2.724 -1.208 1.242
13 H -2.142 0.470 -1.277
14 H 0.844 0.467 1.803
15 H -0.758 0.285 2.262
16 H -0.421 1.759 1.693
17 H 1.438 1.894 0.581
18 H 1.826 2.229 -1.213
19 H 2.436 -0.408 -1.406
20 H 3.376 0.484 -0.324
21 H -0.253 -1.769 0.671
22 H 0.141 -0.763 -1.947
23 H -0.303 -2.465 -1.526

Calculated values
Gap between HOMO and LUMO, eV: 9.66
Structure (SMILES): C=C[C@]1([NH3+])OCCS[C@@H]1N
E_LUMO, hartree: -0.116
HOMO energy, Eh: -0.4715
Total charge: +1

Relative calculated energies, zero for the most stable structure, unit eV: i 1.146; ii 0.000.